{
  "formula": "C2H4N2",
  "method": "ωB97M-V/def2-TZVPD",
  "elements": ["H", "N", "C", "C", "N", "H", "H", "H"],
  "positions_angstrom": [[0.4465, -0.8224, 1.5077], [-0.4762, -0.7843, 1.0679], [-0.7736, 0.2666, 0.3355], [0.0959, 0.4568, -0.8094], [1.1667, -0.3178, -0.8226], [1.6004, -0.4402, 0.0903], [-1.7708, 0.7204, 0.3531], [-0.2889, 0.9208, -1.7226]],
  "mulliken_charge": [0.282, -0.600, -0.034, 0.005, -0.550, 0.229, 0.333, 0.336],
  "orbital_gap_ev": [8.2, 8.2],
  "homo_ha": [-0.33711, -0.33707],
  "e_above_lowest_kj_mol": 323.1,
  "e_tot_ha": -187.99524,
  "smiles": "[H]/N=C\\C=N/[H]",
  "charge": 0,
  "lumo_energy_ev": [-0.93, -0.93]
}

{
  "formula": "C5H9B",
  "method": "ωB97M-V/def2-TZVPD",
  "elements": ["C", "B", "C", "C", "C", "C", "H", "H", "H", "H", "H", "H", "H", "H", "H"],
  "positions_angstrom": [[2.2054, 0.1901, 0.1598], [0.7188, 0.1774, -0.3536], [-0.3295, 1.5498, -0.4101], [-1.4320, 0.9059, -0.2140], [-1.5892, -0.5885, 0.1662], [-0.2315, -1.2619, -0.1047], [2.2524, -0.5245, 0.9435], [2.5747, 1.1645, 0.4264], [2.9664, -0.0060, -0.5346], [-0.3007, 2.6444, -0.6747], [-2.4438, 1.2914, -0.0898], [-2.4345, -1.0093, -0.3502], [-1.7251, -0.5678, 1.2912], [0.0698, -1.9513, 0.7003], [-0.3012, -2.0142, -0.9556]],
  "mulliken_charge": [-1.014, 0.131, -0.520, -0.262, -0.461, -0.768, 0.304, 0.352, 0.366, 0.352, 0.329, 0.367, 0.230, 0.336, 0.258],
  "orbital_gap_ev": 10.7,
  "homo_ha": -0.36521,
  "e_above_lowest_kj_mol": 107.7,
  "e_tot_ha": -220.69111,
  "smiles": "CB1C=CCC1",
  "charge": 0,
  "lumo_energy_ev": 0.72
}

{
  "formula": "C3H3NO",
  "method": "ωB97M-V/def2-TZVPD",
  "elements": ["O", "C", "C", "N", "C", "H", "H", "H"],
  "positions_angstrom": [[1.5338, 0.8296, 1.2560], [-0.9893, 0.6230, -0.7360], [-0.7727, -0.6689, -0.1788], [0.3610, -0.9511, 0.3585], [1.2817, 0.1110, 0.3218], [-1.6277, 1.2690, -0.1141], [-1.5619, -1.4272, -0.2405], [1.7752, 0.2145, -0.6669]],
  "mulliken_charge": [-0.473, -0.398, 0.177, -0.395, 0.082, 0.234, 0.366, 0.408],
  "orbital_gap_ev": [8.0, 7.9],
  "homo_ha": [-0.36354, -0.36328],
  "e_above_lowest_kj_mol": 416.2,
  "e_tot_ha": -245.93302,
  "charge": 0,
  "lumo_energy_ev": [-1.88, -1.99]
}

{
  "formula": "C3H3N3O",
  "method": "ωB97M-V/def2-TZVPD",
  "elements": ["N", "C", "C", "C", "O", "H", "H", "H", "N", "N"],
  "positions_angstrom": [[-0.9892, 1.7890, 0.5181], [-0.0960, 1.0284, 0.8199], [0.8020, 0.1176, 1.1759], [0.8051, -1.1559, 0.4503], [-0.0555, -1.4984, -0.3332], [-0.8547, 2.4516, -0.2415], [1.5187, 0.3218, 1.9627], [1.6752, -1.8102, 0.6477], [-1.3492, -0.0852, -2.3899], [-1.4563, -1.1589, -2.6101]],
  "mulliken_charge": [-0.413, 0.546, -0.674, 0.021, -0.468, 0.303, 0.369, 0.317, 0.082, -0.082],
  "orbital_gap_ev": 10.2,
  "homo_ha": -0.35493,
  "e_above_lowest_kj_mol": 82.8,
  "e_tot_ha": -355.60836,
  "smiles": "N=C=CC=O.N#N",
  "charge": 0,
  "lumo_energy_ev": 0.55
}